1.
17
Properties=species:S:1:pos:R:3:lowdin_charge:R:1 method="wB97M-V/def2-TZVPD" relative_energy_kcal_mol=85.2 total_charge=+1 multiplicity=1
C 0.206 -1.649 -0.417 -0.187
C 1.485 -1.515 -0.053 -0.304
C 0.651 1.055 0.298 -0.300
C 0.383 2.244 -0.467 -0.090
C -1.615 -0.650 0.830 0.025
N -0.672 -0.529 -0.360 -0.054
S 2.227 0.146 -0.029 0.984
H -0.042 -2.562 -0.928 0.135
H 2.221 -2.302 -0.088 0.080
H 0.258 0.736 1.241 0.071
H 1.119 2.916 -0.120 0.100
H -0.561 2.696 -0.372 0.095
H 0.781 2.052 -1.433 0.091
H -2.337 0.105 0.877 0.099
H -2.070 -1.534 0.660 0.063
H -0.911 -0.888 1.542 0.074
H -1.123 -0.323 -1.182 0.117

=====

2.
50
Properties=species:S:1:pos:R:3:lowdin_charge:R:1 method="wB97M-V/def2-TZVPD" relative_energy_kcal_mol=39.3 total_charge=0 multiplicity=1
C -4.053 0.028 5.359 -0.053
C -3.513 0.604 6.567 -0.459
C -3.021 -0.424 7.611 -0.025
O -3.581 1.863 6.752 0.023
H -3.364 -0.680 4.898 0.090
H -4.237 0.850 4.666 0.090
H -5.017 -0.454 5.525 0.098
H -3.013 0.037 8.599 0.079
H -1.953 -0.553 7.438 0.079
H -3.458 -1.419 7.527 0.078
C 0.813 -4.196 -7.209 -0.036
C -0.482 -3.624 -7.614 -0.436
C -1.544 -4.451 -8.339 -0.022
O -0.791 -2.411 -7.319 -0.007
H 1.639 -3.488 -7.285 0.093
H 0.988 -5.155 -7.695 0.076
H 0.744 -4.519 -6.170 0.093
H -1.718 -3.950 -9.291 0.090
H -2.397 -4.729 -7.720 0.088
H -1.052 -5.399 -8.555 0.061
C 0.311 -1.305 1.053 -0.028
C -0.266 -1.304 -0.353 -0.487
C 0.535 -2.148 -1.318 -0.025
O -1.317 -0.745 -0.603 0.061
H 0.400 -0.282 1.418 0.084
H 1.289 -1.778 1.126 0.064
H -0.373 -1.909 1.650 0.090
H 1.364 -2.631 -0.800 0.069
H 0.933 -1.552 -2.139 0.086
H -0.083 -2.790 -1.945 0.086
C -1.438 5.784 1.670 -0.034
C -2.307 4.586 1.857 -0.482
C -2.469 3.684 0.654 -0.030
O -2.821 4.289 2.947 0.041
H -0.817 5.960 2.549 0.085
H -2.078 6.663 1.588 0.093
H -0.711 5.646 0.870 0.079
H -1.504 3.209 0.477 0.084
H -2.721 4.236 -0.252 0.082
H -3.208 2.903 0.831 0.082
C 6.563 0.530 0.703 -0.035
C 5.723 1.731 0.286 -0.460
C 4.519 1.424 -0.615 -0.023
O 5.951 2.865 0.723 0.045
H 6.137 -0.439 0.962 0.079
H 7.211 0.901 1.497 0.077
H 7.362 0.375 -0.023 0.082
H 4.869 1.393 -1.647 0.083
H 3.873 2.302 -0.592 0.080
H 4.085 0.468 -0.321 0.072

=====

3.
82
Properties=species:S:1:pos:R:3:lowdin_charge:R:1 method="wB97M-V/def2-TZVPD" relative_energy_kcal_mol=593.0 total_charge=-1 multiplicity=1
C 0.988 -0.026 -0.313 -0.041
C -0.417 -0.626 -0.477 -0.293
O -1.142 -1.023 0.690 -0.351
H 1.377 0.331 -1.267 0.081
H 1.655 -0.865 -0.112 0.078
H 1.003 0.769 0.433 0.048
H -0.367 -1.430 -1.212 0.046
H -0.926 0.171 -1.018 0.066
C 0.085 -0.292 -3.266 -0.128
O -0.800 -0.309 -4.391 -0.036
H 0.944 -0.959 -3.343 0.094
H 0.416 0.669 -2.872 0.091
H -0.410 -0.740 -2.404 0.045
H -1.318 -1.108 -4.271 0.129
C 0.099 2.956 1.075 -0.146
O -0.938 3.801 0.699 0.061
H 0.276 3.224 2.117 0.121
H 0.019 1.869 1.050 0.049
H 1.049 3.194 0.598 0.107
H -0.725 4.726 0.845 0.160
C -0.650 -3.542 1.331 -0.069
O 0.264 -2.429 1.392 -0.204
H -1.161 -3.474 0.371 0.066
H -0.052 -4.453 1.343 0.099
H -1.452 -3.514 2.069 0.101
H -0.122 -1.650 0.985 -0.112
C 0.063 0.051 3.823 -0.809
O 0.001 0.671 4.876 -0.002
N -0.182 0.657 2.691 0.161
N 0.261 -1.186 3.756 0.220
H -0.058 0.084 1.868 0.078
H -0.514 1.608 2.618 0.116
H 0.201 -1.650 2.860 0.061
H 0.294 -1.727 4.608 0.139
C 1.117 -3.469 -1.566 -0.757
O 1.519 -4.123 -2.519 0.019
N 1.789 -3.269 -0.449 0.177
N -0.080 -3.040 -1.437 0.138
H 1.374 -3.143 0.463 0.056
H 2.796 -3.267 -0.527 0.114
H -0.251 -2.518 -0.589 0.052
H -0.779 -3.129 -2.160 0.159
C 2.585 1.157 2.407 -0.818
O 2.683 -0.026 2.311 0.072
N 2.703 1.874 3.456 0.223
N 2.189 1.783 1.359 0.079
H 2.561 2.874 3.452 0.122
H 2.896 1.456 4.355 0.133
H 2.018 1.163 0.580 0.032
H 2.176 2.793 1.346 0.109
C -2.719 1.801 -0.297 -0.695
O -3.511 2.692 -0.686 0.034
N -2.909 0.557 -0.216 0.190
N -1.461 2.006 -0.013 0.012
H -3.791 0.339 -0.655 0.148
H -2.215 -0.101 0.109 0.038
H -1.144 2.962 0.060 -0.136
H -0.861 1.273 0.339 0.073
C -1.180 2.611 -3.244 -0.700
O -1.362 3.848 -3.178 -0.025
N -1.207 1.915 -2.132 0.143
N -0.852 1.941 -4.303 0.162
H -1.157 2.422 -1.260 0.023
H -1.100 0.911 -2.142 0.060
H -0.566 2.461 -5.121 0.119
H -0.854 0.931 -4.284 -0.083
C 3.187 0.570 -1.622 -0.793
O 3.128 1.811 -1.732 0.016
N 3.229 -0.138 -0.528 0.101
N 3.203 -0.105 -2.721 0.184
H 3.329 0.378 0.335 0.093
H 3.268 -1.146 -0.463 0.116
H 3.044 0.280 -3.641 0.136
H 3.217 -1.105 -2.583 0.114
C -3.464 -1.248 1.714 -0.797
O -4.631 -1.385 2.098 -0.015
N -2.538 -0.618 2.285 0.182
N -3.013 -1.814 0.645 0.112
H -1.576 -0.559 1.983 0.030
H -2.791 -0.254 3.193 0.139
H -2.071 -1.759 0.286 -0.042
H -3.686 -2.375 0.142 0.124

=====

These records have LUMO values of -4.6728; 0.3128; 2.0738 eV, in the order they appear.